Record 1
Density functional theory data (ωB97M-V/def2-TZVPD) for a molecular structure, C20H31InN5O6S.

Structure (XYZ):
```
64
Properties=species:S:1:pos:R:3
In 0.011 -0.287 0.296
O 1.882 -0.420 1.576
N 2.990 -0.001 0.974
C 3.912 0.605 1.758
C 5.106 1.035 1.254
C 5.360 0.838 -0.107
C 4.410 0.232 -0.885
C 3.181 -0.204 -0.355
S 1.973 -0.947 -1.324
H 3.605 0.702 2.787
H 5.817 1.514 1.910
H 6.293 1.166 -0.546
H 4.564 0.076 -1.943
C -0.119 2.361 3.062
C -1.165 2.495 1.969
C -2.195 3.554 2.306
O -1.807 1.197 1.898
C -0.475 2.779 0.609
O -0.706 3.827 0.023
O 0.314 1.852 0.178
H -0.603 2.096 4.004
H 0.407 3.308 3.192
H 0.618 1.598 2.807
H -2.683 3.304 3.250
H -2.946 3.629 1.517
H -1.723 4.531 2.386
H -2.554 1.276 1.292
N -1.299 -3.165 -0.682
C -2.505 -3.823 -0.176
C -2.544 -3.810 1.347
C -2.695 -2.412 1.977
C -1.638 -2.057 3.015
N -0.331 -1.799 2.410
H -1.326 -3.065 -1.690
H -0.471 -3.714 -0.473
H -2.603 -4.857 -0.531
H -3.372 -3.277 -0.558
H -1.651 -4.315 1.737
H -3.385 -4.437 1.652
H -3.667 -2.345 2.470
H -2.681 -1.646 1.197
H -1.591 -2.856 3.766
H -1.931 -1.140 3.528
H 0.105 -2.639 2.042
H 0.327 -1.400 3.070
O -7.992 -0.406 -2.218
C -7.340 -0.471 -3.463
N -6.056 0.190 -3.471
C -5.004 -0.407 -2.845
O -5.109 -1.505 -2.322
C -3.711 0.344 -2.829
C -3.388 1.387 -3.689
C -2.147 1.992 -3.579
C -1.266 1.532 -2.612
N -1.566 0.527 -1.792
C -2.755 -0.048 -1.899
H -7.518 -0.995 -1.618
H -7.986 0.021 -4.186
H -7.175 -1.506 -3.762
H -6.034 1.188 -3.596
H -4.079 1.718 -4.456
H -1.864 2.810 -4.226
H -0.296 1.991 -2.461
H -2.973 -0.866 -1.221
```

Calculated values
- highest occupied orbital energy (alpha / beta) (eV) = -5.6207 / -7.9621
- orbital gap (alpha / beta) (eV) = 5.84 / 8.14
- energy above the lowest of the compared OMol25 structures with the same formula, charge and spin (kJ/mol) = 28.23
- spin multiplicity = 2

Results of the Mulliken charge analysis, in e, for atoms 1 through 4: number 1, In, carries 1.0932; number 2, O, carries -0.6149; number 3, N, carries 0.2341; number 4, C, carries -0.2876


Record 2
Density functional theory data (ωB97M-V/def2-TZVPD) for a molecular structure, C20H31LaO3.

Structure (XYZ):
```
55
Properties=species:S:1:pos:R:3
O 0.479 0.140 -3.472
C 0.495 1.420 -4.209
C 0.334 0.790 -5.576
H 1.439 1.969 -4.098
H -0.351 2.053 -3.911
C 0.411 -0.525 -4.767
H 1.182 0.960 -6.236
H -0.636 0.999 -6.040
C 1.686 -1.288 -5.048
H 2.562 -0.644 -4.902
H 1.676 -1.675 -6.080
H 1.766 -2.137 -4.358
C -0.814 -1.393 -4.927
H -1.738 -0.849 -4.703
H -0.753 -2.256 -4.255
H -0.866 -1.776 -5.957
La 0.078 -0.175 2.502
C -2.301 -0.917 3.746
C -2.291 0.490 3.892
C -2.491 1.068 2.595
H -2.197 1.044 4.829
C -2.616 0.003 1.651
C -2.504 -1.227 2.366
H -2.614 -2.224 1.935
H -2.226 -1.640 4.565
H -2.604 2.130 2.379
H -2.865 0.117 0.595
C 1.036 -2.269 4.044
C 0.127 -2.898 3.140
C 0.675 -2.819 1.821
H -0.784 -3.420 3.424
C 1.939 -2.163 1.913
C 2.165 -1.830 3.285
H 3.064 -1.376 3.707
H 0.931 -2.218 5.133
H 0.235 -3.265 0.923
H 2.639 -2.005 1.094
O 0.973 1.050 0.283
C -0.014 0.459 -0.644
C -0.848 1.642 -1.165
H -0.621 -0.325 -0.121
H 0.563 -0.042 -1.435
C 0.171 2.794 -1.197
H -1.591 1.932 -0.406
H -1.375 1.430 -2.107
C 1.009 2.515 0.048
H -0.309 3.777 -1.162
H 0.770 2.708 -2.112
H 0.513 2.961 0.929
H 2.069 2.815 0.033
C 0.894 1.242 5.661
O 0.682 0.861 4.310
H 0.178 2.015 5.968
H 1.920 1.594 5.795
H 0.753 0.378 6.320
```

Calculated values
- highest occupied orbital energy (eV) = -7.4183
- orbital gap (eV) = 7.75
- energy above the lowest of the compared OMol25 structures with the same formula, charge and spin (kJ/mol) = 0.00
- spin multiplicity = 1

Results of the Mulliken charge analysis, in e, for atoms 1 through 4: number 1, O, carries -0.2830; number 2, C, carries -0.6299; number 3, C, carries -0.8193; number 4, H, carries 0.2387


Record 3
Density functional theory data (ωB97M-V/def2-TZVPD) for a gas-phase ion, C20H31N2O2 (charge +1).

Structure (XYZ):
```
55
Properties=species:S:1:pos:R:3
C -4.723 -3.313 0.327
C -3.994 -2.000 0.574
C -3.717 -1.273 -0.758
C -2.984 -0.007 -0.536
N -1.665 0.175 -0.682
C -0.656 -0.786 -1.049
C 0.062 -1.354 0.198
O -0.750 -2.261 0.892
C 1.399 -1.983 -0.243
O 2.212 -1.055 -0.906
C 3.190 -0.377 -0.110
C 3.692 0.804 -0.938
C 4.742 1.597 -0.165
C 5.913 0.699 0.216
C 5.422 -0.494 1.030
C 4.370 -1.281 0.253
C -1.361 1.475 -0.324
C -0.160 2.171 -0.286
C -0.214 3.488 0.123
C -1.419 4.097 0.484
C -2.617 3.413 0.449
C -2.570 2.087 0.037
N -3.554 1.130 -0.112
C -4.944 1.375 0.172
H -4.906 -3.817 1.272
H -5.680 -3.142 -0.159
H -4.132 -3.974 -0.302
H -3.045 -2.190 1.078
H -4.599 -1.364 1.221
H -4.665 -1.070 -1.262
H -3.138 -1.932 -1.404
H 0.093 -0.292 -1.672
H -1.107 -1.602 -1.615
H 0.255 -0.531 0.896
H -0.660 -3.143 0.509
H 1.194 -2.791 -0.957
H 1.892 -2.412 0.636
H 2.714 -0.008 0.813
H 4.122 0.413 -1.861
H 2.855 1.450 -1.214
H 5.092 2.429 -0.777
H 4.291 2.012 0.740
H 6.643 1.266 0.795
H 6.406 0.342 -0.690
H 6.259 -1.150 1.272
H 4.991 -0.142 1.970
H 4.033 -2.131 0.851
H 4.801 -1.671 -0.670
H 0.772 1.704 -0.559
H 0.697 4.064 0.168
H -1.409 5.128 0.799
H -3.542 3.887 0.733
H -5.563 0.568 -0.209
H -5.097 1.461 1.250
H -5.248 2.309 -0.299
```

Calculated values
- total charge = +1
- highest occupied orbital energy (eV) = -12.3062
- orbital gap (eV) = 9.59
- structure (SMILES) = CCCc1n(C[C@@H](O)COC2CCCCC2)c2ccccc2[n+]1C
- energy above the lowest of the compared OMol25 structures with the same formula, charge and spin (kJ/mol) = 22.84
- spin multiplicity = 1

Results of the Mulliken charge analysis, in e, for atoms 1 through 4: number 1, C, carries -1.4011; number 2, C, carries 0.0821; number 3, C, carries -1.4299; number 4, C, carries 0.6999


Record 4
Density functional theory data (ωB97M-V/def2-TZVPD) for 4 unconnected molecules or ions with the total composition C20H31N2O8.

Structure (XYZ):
```
61
Properties=species:S:1:pos:R:3
C 2.506 -2.417 -0.331
C 1.234 -3.094 -0.839
C 1.177 -4.316 -1.411
N -0.186 -4.559 -1.700
C -0.847 -3.495 -1.284
C -2.375 -3.458 -1.412
C -2.950 -3.404 0.071
O -3.920 -2.386 0.241
N -0.073 -2.551 -0.754
C -0.442 -1.268 -0.165
C -1.568 -0.518 -0.947
O -1.315 -0.052 -2.027
H 2.298 -1.344 -0.195
H 3.312 -2.553 -1.066
H 2.771 -2.850 0.648
H 1.955 -5.044 -1.624
H -0.602 -5.370 -2.134
H -2.696 -2.559 -1.965
H -2.766 -4.369 -1.886
H -2.117 -3.156 0.755
H -3.291 -4.410 0.371
H -4.759 -2.770 -0.046
H -0.721 -1.432 0.894
H 0.416 -0.575 -0.136
H -2.607 -0.433 -0.556
O 4.876 -1.000 0.868
C 5.169 -1.397 1.961
O 4.558 -0.977 3.092
C 5.209 -1.552 4.240
C 5.917 -2.789 3.717
C 6.274 -2.376 2.295
H 5.905 -0.816 4.649
H 4.466 -1.791 4.998
H 6.775 -3.082 4.321
H 5.222 -3.631 3.692
H 7.232 -1.857 2.248
H 6.265 -3.222 1.611
O 2.324 4.464 1.492
C 1.460 3.921 0.872
O 0.158 4.302 0.904
C -0.642 3.382 0.138
C 0.327 2.720 -0.824
C 1.622 2.704 -0.017
H -1.104 2.665 0.826
H -1.421 3.922 -0.377
H 0.001 1.736 -1.153
H 0.455 3.344 -1.710
H 1.703 1.815 0.613
H 2.498 2.801 -0.653
O -2.820 2.884 -1.639
C -3.661 3.741 -1.616
O -3.389 5.034 -1.333
C -4.614 5.790 -1.276
C -5.613 4.985 -2.087
C -5.145 3.556 -1.844
H -4.911 5.891 -0.230
H -4.448 6.781 -1.692
H -6.647 5.166 -1.798
H -5.513 5.228 -3.146
H -5.590 3.127 -0.944
H -5.330 2.916 -2.703
```

Calculated values
- total charge = +1
- highest occupied orbital energy (eV) = -11.4107
- orbital gap (eV) = 8.81
- spin multiplicity = 1

Results of the Mulliken charge analysis, in e, for atoms 1 through 4: number 1, C, carries -1.0481; number 2, C, carries 0.6589; number 3, C, carries -0.7652; number 4, N, carries -0.0152


Calculated values (hartree/bohr) of max |F| for the records, taken in order: 0.0056; 0.0373; 0.0189; 0.0755.